C59H104Br2ClIN3O4S3 as an isolated structure. Source: OMol25; level of theory: the ωB97M-V functional and the def2-TZVPD basis.

Properties
**Spin multiplicity**: 1
**Max |F|**: 0.0338 Eh/bohr
**M**: 1337.9 g/mol
**Charge**: +1
**E_tot**: -268730.454 eV
**HOMO energy**: -11.09 eV

```
177
Properties=species:S:1:pos:R:3:lowdin_charge:R:1
C -0.557 -2.455 3.405 0.16
C -0.876 -1.672 2.575 -0.14
C -1.425 -0.786 1.585 -0.21
C -0.436 -0.450 0.448 -0.59
Cl 0.630 0.805 1.244 0.82
O 0.418 -1.549 0.291 -0.23
C 0.949 -2.018 -0.911 -0.60
I 2.992 -2.486 -0.042 1.10
C 0.494 -3.433 -1.291 -0.72
Br 1.655 -4.479 -2.364 0.84
C -0.604 -4.060 -0.880 -0.79
C -1.662 -3.511 -0.008 -0.12
Br -1.007 -5.822 -1.347 0.85
C 1.007 -0.927 -2.045 -0.31
C 1.932 0.251 -1.658 -0.17
C 2.762 0.978 -2.726 -0.25
O 2.335 1.737 -3.548 -0.02
C 1.473 -1.493 -3.404 -0.14
C 2.875 -1.949 -3.761 -0.27
C 4.087 -1.661 -3.164 -0.12
C 5.292 -2.122 -3.663 -0.02
C 5.321 -2.909 -4.793 -0.28
C 6.633 -3.402 -5.280 -0.04
C 4.116 -3.184 -5.417 -0.02
C 2.927 -2.708 -4.915 -0.07
N -0.453 -0.381 -2.247 -0.17
S -0.220 1.194 -3.268 1.11
C -1.347 -1.128 -3.260 -0.17
C -1.914 -2.539 -3.126 -0.22
O -2.754 -2.675 -4.263 -0.02
C -1.167 0.105 -0.869 -0.35
O -0.949 1.468 -0.776 -0.12
C -2.695 -0.031 -0.999 -0.11
C -3.577 0.659 0.073 -0.23
C -4.693 -0.137 0.767 -0.46
S -5.770 -0.993 -0.412 0.87
C -6.521 -2.147 0.742 -1.06
S -7.521 -1.591 1.852 0.82
N -6.178 -3.496 0.634 -0.16
C -5.610 -4.266 1.619 -0.08
C -5.487 -5.501 1.100 -0.13
N -5.967 -5.546 -0.186 0.08
C -6.371 -4.337 -0.447 -0.16
H -0.454 -3.225 4.120 0.04
H -2.332 -1.222 1.211 0.09
H -1.687 0.122 2.107 0.11
H -2.584 -4.037 -0.193 0.06
H -1.846 -2.490 -0.262 0.04
H -1.422 -3.641 1.037 0.09
H 2.630 -0.055 -0.896 0.03
H 1.383 1.050 -1.169 0.06
H 3.842 0.860 -2.650 0.12
H 1.227 -0.715 -4.120 0.10
H 0.822 -2.306 -3.680 0.07
H 4.111 -1.072 -2.271 0.03
H 6.203 -1.862 -3.158 0.12
H 6.879 -4.365 -4.852 0.09
H 6.699 -3.426 -6.358 0.08
H 7.374 -2.693 -4.937 0.07
H 4.106 -3.790 -6.305 0.12
H 2.023 -2.959 -5.444 0.12
H -1.483 1.654 -3.328 -0.06
H -2.186 -0.503 -3.515 0.10
H -0.840 -1.130 -4.207 0.10
H -2.505 -2.741 -2.246 0.10
H -1.183 -3.315 -3.246 0.10
H -3.591 -2.228 -4.105 0.10
H -1.766 1.965 -0.878 0.11
H -3.050 -1.029 -1.203 0.08
H -2.916 0.523 -1.904 0.11
H -4.111 1.473 -0.403 0.08
H -3.012 1.152 0.849 0.11
H -4.358 -0.796 1.556 0.08
H -5.309 0.611 1.250 0.05
H -5.354 -3.914 2.595 0.06
H -5.104 -6.374 1.580 0.10
H -6.835 -3.965 -1.338 0.13
C -7.504 2.477 0.662 -0.11
C -7.254 3.726 -0.175 -0.25
C -5.795 3.869 -0.607 -0.22
C -4.791 4.002 0.541 -0.24
C -5.045 5.173 1.486 -0.26
C -4.966 6.534 0.801 -0.10
H -6.948 2.497 1.602 0.07
H -8.560 2.379 0.913 0.08
H -7.209 1.580 0.110 0.04
H -7.579 4.611 0.377 0.10
H -7.875 3.685 -1.072 0.11
H -5.703 4.729 -1.274 0.11
H -5.520 2.993 -1.209 0.09
H -3.786 4.105 0.114 0.10
H -4.776 3.074 1.125 0.08
H -4.302 5.137 2.287 0.11
H -6.018 5.061 1.972 0.10
H -3.990 6.679 0.333 0.08
H -5.111 7.338 1.522 0.07
H -5.731 6.646 0.032 0.07
C -4.329 -3.598 4.849 -0.09
C -3.337 -4.757 4.939 -0.26
C -4.003 -6.124 5.080 -0.22
C -4.845 -6.296 6.345 -0.22
C -4.089 -6.068 7.652 -0.27
C -2.936 -7.045 7.868 -0.11
H -4.929 -3.508 5.754 0.08
H -3.805 -2.650 4.709 0.07
H -5.012 -3.733 4.005 0.03
H -2.650 -4.582 5.771 0.09
H -2.724 -4.763 4.031 0.09
H -3.232 -6.898 5.045 0.11
H -4.644 -6.300 4.209 0.10
H -5.262 -7.307 6.346 0.11
H -5.703 -5.620 6.309 0.10
H -4.796 -6.169 8.478 0.11
H -3.714 -5.042 7.700 0.10
H -3.292 -8.077 7.855 0.08
H -2.457 -6.871 8.832 0.07
H -2.167 -6.942 7.101 0.06
C 4.635 7.952 -2.584 -0.11
C 4.451 6.482 -2.951 -0.27
C 3.131 6.192 -3.663 -0.23
C 1.877 6.500 -2.843 -0.23
C 1.791 5.766 -1.507 -0.26
C 1.752 4.248 -1.659 -0.11
H 3.874 8.292 -1.880 0.07
H 5.606 8.115 -2.117 0.07
H 4.581 8.584 -3.472 0.08
H 4.539 5.866 -2.052 0.10
H 5.269 6.177 -3.608 0.10
H 3.117 5.142 -3.972 0.10
H 3.090 6.776 -4.587 0.11
H 0.998 6.247 -3.445 0.11
H 1.813 7.576 -2.659 0.10
H 0.887 6.095 -0.988 0.10
H 2.627 6.048 -0.862 0.10
H 0.906 3.940 -2.278 0.06
H 1.647 3.766 -0.683 0.07
H 2.664 3.866 -2.119 0.06
C 6.345 0.406 -7.107 -0.10
C 6.929 1.026 -5.838 -0.27
C 7.521 2.419 -6.036 -0.23
C 8.700 2.480 -7.008 -0.23
C 9.879 1.581 -6.641 -0.27
C 10.519 1.932 -5.300 -0.11
H 7.109 0.244 -7.868 0.07
H 5.908 -0.564 -6.857 0.05
H 5.563 1.033 -7.540 0.08
H 7.677 0.345 -5.421 0.09
H 6.127 1.097 -5.095 0.09
H 7.827 2.817 -5.064 0.10
H 6.736 3.089 -6.400 0.11
H 9.048 3.515 -7.066 0.11
H 8.358 2.223 -8.014 0.10
H 10.634 1.668 -7.425 0.11
H 9.569 0.532 -6.636 0.10
H 10.863 2.967 -5.293 0.08
H 11.381 1.293 -5.104 0.07
H 9.821 1.800 -4.472 0.06
C -0.439 -1.788 7.248 -0.11
C -0.329 -0.344 6.765 -0.27
C 1.111 0.143 6.623 -0.23
C 1.917 0.156 7.922 -0.23
C 1.311 0.998 9.044 -0.27
C 1.193 2.480 8.697 -0.11
H -0.020 -1.920 8.245 0.07
H -1.484 -2.100 7.289 0.06
H 0.088 -2.462 6.568 0.06
H -0.886 0.310 7.441 0.10
H -0.817 -0.262 5.789 0.09
H 1.104 1.147 6.187 0.10
H 1.630 -0.493 5.898 0.11
H 2.922 0.529 7.703 0.11
H 2.051 -0.868 8.280 0.10
H 1.941 0.893 9.930 0.11
H 0.329 0.606 9.323 0.10
H 2.168 2.899 8.443 0.08
H 0.798 3.044 9.542 0.07
H 0.521 2.645 7.853 0.06
```